Entry 1:
{"formula": "C21H42Br2N3O7S", "method": "the ωB97M-V functional and the def2-TZVPD basis", "species": ["C", "C", "Br", "C", "Br", "N", "C", "C", "C", "C", "S", "C", "N", "N", "C", "O", "H", "H", "H", "H", "H", "H", "H", "H", "H", "H", "H", "H", "H", "H", "C", "O", "C", "C", "O", "C", "C", "O", "C", "H", "H", "H", "H", "H", "H", "H", "H", "H", "H", "H", "H", "H", "H", "C", "O", "C", "C", "O", "C", "C", "O", "C", "H", "H", "H", "H", "H", "H", "H", "H", "H", "H", "H", "H", "H", "H"], "positions_angstrom": [[7.34618, 0.62872, 0.27006], [5.81665, 0.54756, 0.32646], [5.28243, 0.49513, 2.24190], [5.26626, -0.73302, -0.36672], [5.23747, -0.09350, -2.43303], [4.04059, -1.02229, -0.00900], [3.67406, -2.39405, -0.30528], [2.16353, -2.49002, -0.17600], [1.69997, -2.11524, 1.22893], [1.51303, -0.59711, 1.41773], [-0.24029, -0.13439, 1.73062], [-0.79410, 0.20450, 0.09873], [-0.97439, -0.75044, -0.72422], [-1.36966, -0.12949, -1.90466], [-1.39362, 1.10118, -1.70428], [-1.03604, 1.41021, -0.42740], [7.71897, 0.79911, 1.27086], [7.61475, 1.52200, -0.28611], [7.78859, -0.25011, -0.17872], [5.31836, 1.38745, -0.12991], [5.97190, -1.56676, -0.26737], [3.99672, -2.69571, -1.31007], [4.09576, -3.05858, 0.46971], [1.81360, -3.50021, -0.38858], [1.71864, -1.80811, -0.89606], [0.73211, -2.58352, 1.38145], [2.39490, -2.48558, 1.98015], [1.79658, -0.13439, 0.48201], [2.15513, -0.16295, 2.17063], [-1.63995, 1.82599, -2.45070], [-1.74685, -1.59010, -4.89043], [-2.11010, -0.96674, -6.11367], [-3.22151, -0.10663, -5.98136], [-3.09650, 1.09775, -6.88894], [-2.13770, 2.05687, -6.46465], [-0.75858, 1.72350, -6.57138], [-0.22309, 1.68437, -7.98587], [-0.66987, 0.53026, -8.68083], [-0.91425, 0.76000, -10.04738], [-2.48811, -2.34715, -4.60868], [-0.78260, -2.07453, -5.03422], [-1.64655, -0.85628, -4.08933], [-3.32686, 0.23697, -4.94555], [-4.12520, -0.66937, -6.25844], [-4.05346, 1.62616, -6.86391], [-2.92713, 0.79756, -7.92432], [-0.53241, 0.80036, -6.03729], [-0.23326, 2.52755, -6.05025], [0.87321, 1.65181, -7.94611], [-0.52980, 2.59623, -8.51136], [-1.56152, 1.63294, -10.19411], [-1.42637, -0.11576, -10.44391], [0.02417, 0.90180, -10.59653], [-2.68946, 1.82853, 4.45173], [-2.90391, 0.83879, 5.43554], [-2.26864, -0.39339, 5.12860], [-1.78073, -1.08599, 6.38200], [-0.63340, -0.49829, 6.97960], [-0.77301, 0.75232, 7.63227], [-1.53257, 0.70602, 8.94116], [-2.92622, 0.54005, 8.73131], [-3.54899, -0.25520, 9.71181], [-3.24837, 1.59878, 3.53746], [-3.04310, 2.77762, 4.85342], [-1.62574, 1.92790, 4.21258], [-1.42432, -0.23496, 4.45139], [-3.00483, -1.03581, 4.62737], [-1.46373, -2.09079, 6.09340], [-2.58735, -1.20426, 7.10797], [-1.18816, 1.50576, 6.96138], [0.24893, 1.06317, 7.86362], [-1.38269, 1.65690, 9.47040], [-1.13321, -0.10684, 9.55808], [-3.01540, -1.20219, 9.85256], [-4.55690, -0.47929, 9.36522], [-3.61204, 0.27725, 10.66854]], "forces_ev_per_angstrom": [[-0.586, 0.983, 0.141], [0.318, -1.220, -0.629], [-0.017, 0.212, -0.103], [-0.996, 0.125, 3.478], [0.692, 0.387, -1.748], [-0.045, -0.441, -0.300], [-0.459, 0.642, 0.442], [0.304, -0.251, 0.133], [-0.408, 0.401, -0.035], [-0.080, -0.468, -0.836], [0.009, 0.890, 0.376], [0.689, -0.898, 1.302], [-0.491, -0.341, -1.040], [-0.065, -2.383, -0.917], [0.179, 1.092, 0.676], [-0.085, 1.242, -0.100], [0.324, -0.241, 0.154], [0.241, -0.063, -0.363], [0.070, -0.164, -0.083], [-0.113, 0.340, 0.303], [0.488, 0.075, -0.910], [0.073, -0.171, -0.006], [0.259, -0.252, -0.299], [0.005, -0.142, -0.167], [-0.201, -0.015, -0.167], [-0.106, -0.176, 0.272], [0.084, -0.152, 0.047], [0.092, 0.370, -0.028], [-0.134, 0.116, 0.336], [-0.040, 0.619, 0.203], [-0.041, -0.001, -0.173], [0.182, 0.144, 0.080], [0.069, -0.228, -0.169], [-0.084, 0.071, -0.033], [-0.011, 0.054, -0.035], [0.054, -0.002, 0.150], [0.122, -0.233, 0.009], [-0.331, 0.129, -0.018], [0.113, -0.104, 0.102], [0.020, 0.018, 0.105], [-0.033, -0.034, -0.091], [-0.056, -0.138, 0.015], [0.004, -0.002, 0.007], [-0.137, 0.159, 0.092], [0.023, 0.036, 0.055], [0.134, -0.153, 0.038], [-0.027, -0.121, -0.160], [-0.043, 0.043, -0.032], [0.011, 0.189, 0.049], [-0.029, -0.006, -0.015], [0.050, 0.034, -0.038], [0.058, -0.041, 0.015], [-0.053, 0.083, -0.084], [-0.112, -0.054, 0.053], [0.262, 0.152, 0.115], [-0.227, 0.080, 0.070], [-0.041, -0.103, 0.022], [0.022, -0.049, 0.054], [0.088, 0.070, -0.094], [-0.174, 0.193, -0.058], [0.049, -0.300, -0.093], [-0.013, 0.161, -0.063], [0.095, 0.043, -0.077], [-0.073, -0.038, 0.018], [-0.015, -0.034, -0.084], [0.003, -0.001, -0.003], [0.164, -0.144, -0.070], [0.071, 0.028, -0.024], [-0.087, 0.172, -0.025], [-0.200, -0.025, 0.052], [0.011, -0.057, 0.019], [0.185, -0.054, 0.057], [-0.016, -0.026, -0.007], [0.013, 0.014, 0.067], [-0.015, 0.069, 0.000], [0.013, -0.107, 0.067]], "total_charge": -1, "molar_mass_g_mol": 640.46, "homo_ev": -3.52, "orbital_gap_ev": 5.854, "largest_force_ev_per_a": 3.620}

Entry 2:
{"formula": "C21H42Cl10O4", "method": "the ωB97M-V functional and the def2-TZVPD basis", "species": ["C", "Cl", "Cl", "H", "H", "C", "Cl", "Cl", "H", "H", "C", "Cl", "Cl", "H", "H", "C", "Cl", "Cl", "H", "H", "C", "Cl", "Cl", "H", "H", "C", "C", "C", "O", "C", "H", "H", "H", "H", "H", "H", "H", "H", "C", "C", "C", "O", "C", "H", "H", "H", "H", "H", "H", "H", "H", "C", "C", "C", "O", "C", "H", "H", "H", "H", "H", "H", "H", "H", "C", "C", "C", "O", "C", "H", "H", "H", "H", "H", "H", "H", "H"], "positions_angstrom": [[1.31846, 0.22080, -1.14262], [1.18271, -1.46263, -0.63660], [0.05777, 1.20326, -0.38741], [2.25482, 0.60486, -0.70429], [1.23409, 0.33936, -2.24361], [-3.85143, -1.17524, -3.82056], [-3.96061, -1.27942, -5.55373], [-4.88751, -2.45167, -3.13684], [-2.79848, -1.19940, -3.59623], [-4.24929, -0.20858, -3.61485], [1.01574, 4.18565, -3.17044], [1.46738, 5.78715, -2.75239], [2.25548, 3.25491, -3.90085], [0.61983, 3.66845, -2.28601], [0.25479, 4.24257, -3.83995], [0.45848, -1.83643, -4.20924], [-0.06165, -0.19536, -4.54429], [-0.76562, -2.95616, -4.83485], [1.43878, -2.10212, -4.49784], [0.44325, -1.89342, -3.09715], [-2.96095, 3.37362, -1.19578], [-2.44662, 2.45308, -2.62400], [-1.70810, 4.09496, -0.26769], [-3.58933, 4.20756, -1.64131], [-3.58678, 2.70793, -0.58240], [2.44518, 0.62879, 6.09773], [1.40168, -0.23400, 5.30160], [0.82213, 0.70498, 4.36628], [1.94764, 1.48303, 3.91268], [2.65303, 1.79715, 5.10461], [3.39944, 0.12362, 6.32235], [1.94996, 1.04592, 6.93254], [0.64299, -0.69440, 5.92912], [1.94592, -1.02252, 4.78149], [0.15750, 1.42897, 4.82522], [0.26650, 0.34997, 3.51042], [2.35693, 2.81178, 5.47570], [3.71073, 1.90073, 4.81366], [3.59548, 4.59442, 1.33455], [4.30770, 4.81621, -0.02078], [4.19563, 3.34339, -0.62844], [3.20768, 2.67930, 0.15975], [2.51823, 3.59445, 0.99116], [3.14403, 5.44352, 1.95887], [4.30437, 4.10312, 2.03886], [5.32099, 5.11996, 0.06874], [3.80167, 5.50636, -0.65300], [5.22707, 2.86174, -0.54333], [3.91708, 3.33406, -1.61245], [1.97144, 3.15343, 1.81514], [1.65475, 4.12337, 0.45628], [-1.49181, -6.23913, -0.76256], [-1.02655, -7.06079, -1.89966], [0.36137, -6.51524, -2.17945], [0.38491, -5.13296, -1.84256], [-0.83234, -4.90040, -1.03843], [-1.16214, -6.67535, 0.16942], [-2.55340, -6.15499, -0.76985], [-1.65535, -6.89554, -2.79800], [-1.01910, -8.16959, -1.85881], [0.70650, -6.60207, -3.22586], [1.00797, -7.09165, -1.51242], [-1.51596, -4.21653, -1.60743], [-0.52163, -4.44906, -0.12889], [-2.76368, -1.53075, 0.83563], [-3.17907, -0.83117, 2.17808], [-3.16362, 0.70496, 1.80292], [-3.13810, 0.79252, 0.44695], [-3.27175, -0.49947, -0.18703], [-3.34894, -2.47731, 0.84940], [-1.62993, -1.75045, 0.74807], [-2.60282, -1.10411, 3.00602], [-4.23852, -1.13575, 2.36576], [-2.29808, 1.20486, 2.27239], [-4.04101, 1.28424, 2.11053], [-2.65919, -0.50318, -1.05358], [-4.34872, -0.63217, -0.37846]], "forces_ev_per_angstrom": [[0.610, 0.799, 0.186], [-0.067, -0.375, -0.184], [-0.219, 0.019, -0.089], [-0.344, -0.157, -0.629], [0.173, -0.260, 0.877], [-0.423, -0.059, -0.615], [0.113, -0.051, -1.223], [0.573, 0.275, 0.464], [0.142, -0.581, 0.628], [-0.366, 0.460, 0.764], [0.055, -0.910, 2.263], [0.505, 1.225, 0.421], [1.157, -0.807, -0.496], [0.405, 0.144, -0.130], [-2.199, 0.247, -1.977], [-1.520, -0.220, 2.313], [0.347, 0.574, -0.421], [0.354, -0.214, -0.012], [0.847, 0.046, -1.002], [-0.090, -0.300, -0.887], [-2.480, 0.817, -1.127], [0.319, -0.201, -0.016], [0.801, 0.211, 0.472], [0.755, -1.026, 0.775], [0.570, 0.285, -0.217], [-0.403, 0.075, -1.670], [1.227, -1.464, 1.580], [-0.129, 2.283, -1.492], [-0.337, -0.218, -0.043], [1.200, 0.681, -0.479], [-0.696, 0.126, 0.125], [-0.135, 0.081, 1.388], [0.072, -0.116, 0.248], [-0.160, -0.082, -0.129], [-0.469, 0.060, 0.636], [0.227, -0.516, -0.362], [-0.141, -0.838, 0.030], [-0.281, -0.043, 0.103], [-0.119, 0.734, 1.678], [-0.992, -1.760, 0.435], [1.931, 1.115, 3.311], [-0.290, -1.029, -0.167], [-0.893, 1.408, -1.030], [0.804, -0.639, -1.397], [-0.317, 0.184, -0.439], [0.890, 0.250, 0.175], [-0.580, 0.627, -0.427], [-1.464, 0.140, 0.117], [-0.757, 0.095, -2.573], [0.670, -0.777, 0.317], [1.083, -0.452, -0.041], [0.268, 0.057, 0.279], [-0.155, -1.054, -2.915], [0.610, -0.410, -0.314], [-1.600, -0.303, 0.787], [0.229, 0.489, -1.247], [0.086, 0.050, 0.431], [-0.865, 0.111, 0.283], [0.092, 0.293, 0.396], [0.069, 0.608, 0.692], [-0.185, -0.196, 0.489], [0.619, 0.222, -0.091], [0.623, -0.482, 0.421], [0.209, 0.737, 0.758], [0.451, -0.165, 0.976], [-1.814, 0.940, -2.074], [0.075, -0.677, 2.373], [0.661, -0.315, -2.578], [-0.366, -0.103, 1.581], [0.691, 0.454, -0.604], [-1.884, 0.494, 0.122], [0.971, -0.232, 1.251], [0.782, 0.233, 0.047], [0.012, -0.126, -0.351], [-0.143, -0.415, 0.632], [0.226, 0.167, -1.036], [0.380, -0.242, -0.341]], "total_charge": 0, "smiles": "C1CCOC1.C1CCOC1.C1CCOC1.C1CCOC1.ClCCl.ClCCl.ClCCl.ClCCl.ClCCl", "molar_mass_g_mol": 713.09, "homo_ev": -9.43, "orbital_gap_ev": 9.988, "largest_force_ev_per_a": 3.992}

Entry 3:
{"formula": "C21H42FIN4O3S", "method": "the ωB97M-V functional and the def2-TZVPD basis", "species": ["C", "C", "C", "C", "C", "C", "C", "C", "C", "C", "C", "C", "O", "C", "N", "O", "C", "O", "C", "C", "F", "N", "C", "S", "N", "C", "N", "C", "I", "C", "C", "H", "H", "H", "H", "H", "H", "H", "H", "H", "H", "H", "H", "H", "H", "H", "H", "H", "H", "H", "H", "H", "H", "H", "H", "H", "H", "H", "H", "H", "H", "H", "H", "H", "H", "H", "H", "H", "H", "H", "H", "H", "H"], "positions_angstrom": [[-4.52261, 5.24868, -0.18943], [-5.14870, 4.19104, -1.27544], [-5.33830, 2.65946, -0.70454], [-3.97216, 1.98297, -0.09302], [-2.70359, 2.21272, -1.10509], [-1.35906, 1.30255, -0.70114], [-0.74328, 1.98807, 0.64447], [0.45923, 1.17751, 1.39300], [0.56038, -0.42177, 1.07629], [1.35034, -0.82862, -0.31401], [2.06269, 0.40800, -1.10974], [3.53931, 0.85902, -0.46310], [4.50290, -0.29128, -0.46002], [4.15380, 2.01056, -1.49182], [4.85646, 1.39338, -2.70488], [0.42690, -1.65300, -1.08625], [0.96259, -2.27315, -2.27467], [2.39674, -2.53637, -2.33728], [0.21880, -3.76666, -2.40869], [-1.36574, -3.71526, -1.89152], [-2.20270, -2.75324, -2.64462], [0.46694, -1.49475, -3.51210], [1.37990, -1.85031, -4.50319], [2.16905, -2.49213, -5.89621], [1.04980, -1.10181, 2.32237], [2.45657, -0.81190, 2.71507], [2.62455, 0.38800, 3.67247], [0.58826, -2.50814, 2.50689], [1.83426, -4.08958, 1.67645], [0.41883, -2.84443, 4.13646], [-0.71356, -4.05951, 4.20244], [-3.61365, 5.79806, -0.73145], [-4.06452, 4.71539, 0.74762], [-5.28718, 6.04794, 0.20208], [-4.48107, 4.18385, -2.23747], [-6.23296, 4.57761, -1.58173], [-6.12732, 2.68905, 0.17524], [-5.78340, 2.02532, -1.61101], [-4.14280, 0.81855, 0.05956], [-3.73068, 2.49113, 0.93974], [-2.31402, 3.33822, -1.07346], [-2.94109, 1.98967, -2.23674], [-1.75617, 0.20813, -0.58226], [-0.67713, 1.33203, -1.65090], [-1.62685, 2.13112, 1.42079], [-0.33370, 3.08366, 0.40905], [0.23787, 1.26602, 2.56360], [1.44969, 1.78990, 1.22585], [-0.56997, -0.79065, 0.94828], [2.24422, -1.53523, 0.04401], [2.33809, 0.13502, -2.24046], [1.44560, 1.39833, -1.18094], [3.46622, 1.20882, 0.64904], [5.15447, -0.09652, 0.28131], [4.84339, 2.78392, -0.93788], [3.20117, 2.62814, -1.85936], [4.79576, 2.07899, -3.51298], [4.33681, 0.54456, -3.03929], [2.63190, -3.50470, -2.23827], [0.34362, -4.24327, -3.47108], [0.77320, -4.44212, -1.59600], [-1.76975, -4.82655, -2.02094], [-1.40807, -3.51623, -0.71563], [2.85736, -1.73956, 3.35153], [3.23051, -0.67626, 1.84238], [1.78943, 0.43913, 4.32810], [3.50348, 0.26763, 4.22364], [-0.50916, -2.66270, 2.06293], [1.43479, -3.25274, 4.60386], [-0.02394, -1.92553, 4.71043], [-1.08324, -4.28333, 5.29233], [-1.68560, -3.74945, 3.58551], [-0.32394, -5.05536, 3.67177]], "forces_ev_per_angstrom": [[0.887, 0.127, -0.299], [-0.677, 0.045, 0.271], [-0.190, 0.244, 0.042], [0.107, 0.275, -0.858], [1.173, 0.119, -0.062], [-1.619, 1.017, -0.481], [-0.022, -0.028, 0.042], [-0.073, 0.713, 1.052], [-1.540, 0.703, -0.538], [1.965, 0.039, 1.305], [1.254, 0.309, -0.528], [0.395, -0.107, -0.829], [-0.554, 1.543, 1.456], [-1.539, 0.594, 0.111], [-1.216, 0.725, -0.112], [2.001, 0.060, -1.227], [-1.443, -2.889, -0.332], [-1.189, 0.030, 0.498], [-0.587, 0.543, 1.632], [0.724, -1.165, 0.183], [1.863, -2.134, 1.686], [7.163, -2.571, -4.622], [-3.585, 0.060, 0.966], [-2.403, 2.282, 4.544], [0.500, -0.865, -1.005], [1.696, -1.234, 1.822], [-1.057, -0.727, -0.129], [-1.806, 1.494, 2.237], [-0.040, 0.022, -0.227], [-0.678, -1.459, -0.612], [-0.379, -0.131, -0.523], [-2.037, -0.955, 1.349], [-0.924, 0.902, -1.797], [1.447, -1.613, -0.913], [-1.312, -0.059, 1.861], [2.372, -0.866, 0.511], [1.425, -0.106, -1.883], [1.029, 1.180, 2.098], [0.354, 2.460, -0.228], [-0.514, -1.147, -2.000], [-1.111, -2.230, -0.007], [0.087, 0.318, 2.307], [1.040, 1.966, 0.034], [-0.991, -0.098, 2.028], [1.794, -0.370, -1.693], [-1.009, -2.377, 0.302], [0.594, -0.296, -2.599], [-1.793, -1.613, 0.289], [2.522, 0.763, 0.169], [-1.807, 1.542, -0.949], [-0.834, 0.254, 2.537], [0.940, -2.019, 0.359], [-0.147, -0.224, -2.180], [-1.195, -0.332, -1.543], [-1.092, -1.751, -1.085], [1.902, -1.077, 0.909], [0.054, -1.051, 1.467], [0.617, 1.066, 0.675], [-0.939, 1.637, 0.035], [-0.292, 1.190, 2.000], [-1.292, 1.267, -1.681], [0.459, 2.567, -0.092], [0.048, 0.146, -2.827], [-0.998, 1.561, -1.733], [-1.784, -0.215, 1.333], [1.593, -0.313, -1.053], [-1.226, -0.008, -0.582], [2.681, 0.596, 0.666], [-2.221, 1.147, -0.963], [1.102, -1.597, -1.239], [0.956, 0.373, -2.083], [2.084, -0.463, 1.342], [-0.715, 2.213, 1.395]], "total_charge": 0, "smiles": "CCCCCCCC[C@@H]([C@H](C[C@@H](O)CN)O[C@@](O)(CCF)N=C=S)N(CN)[C@@H](I)CC", "molar_mass_g_mol": 576.56, "homo_ev": -8.96, "orbital_gap_ev": 8.574, "largest_force_ev_per_a": 8.904}